1.
{
  "formula": "C25H34N3OPS5Sr",
  "method": "wB97M-V/def2-TZVPD",
  "symbols": ["Sr", "S", "C", "S", "C", "C", "S", "S", "S", "C", "C", "C", "C", "C", "N", "C", "O", "N", "C", "C", "C", "C", "N", "C", "C", "C", "H", "H", "H", "H", "H", "H", "H", "H", "H", "H", "H", "H", "H", "C", "C", "C", "P", "C", "C", "C", "C", "C", "C", "H", "H", "H", "H", "H", "H", "H", "H", "H", "H", "H", "H", "H", "H", "H", "H", "H", "H", "H", "H", "H"],
  "coordinates": [[-0.12889, -1.94323, -2.58047], [1.58167, -6.20675, -8.28810], [1.17883, -5.25887, -7.01505], [1.36695, -3.53491, -7.01359], [0.75767, -3.22529, -5.38226], [0.35657, -4.31802, -4.69089], [-0.30243, -4.51873, -3.11418], [0.52081, -5.86585, -5.52944], [0.80893, -1.55268, -4.99840], [0.84188, 4.01758, 4.22482], [1.41004, 4.30703, 2.86955], [1.97760, 3.31136, 2.08993], [2.47642, 3.57949, 0.82672], [2.41512, 4.86853, 0.31719], [2.93792, 5.23437, -0.93130], [3.45189, 4.48561, -1.95574], [4.34694, 4.90557, -2.65260], [2.92029, 3.22342, -2.18492], [1.61823, 2.77490, -2.08799], [0.52242, 3.60040, -1.83901], [-0.73924, 3.03472, -1.81077], [-0.87235, 1.66602, -1.98384], [0.16741, 0.87078, -2.21016], [1.36789, 1.41148, -2.29095], [1.87628, 5.88223, 1.10717], [1.38146, 5.60133, 2.36353], [1.00204, 2.97962, 4.50352], [-0.22962, 4.21671, 4.23126], [1.29960, 4.65595, 4.97880], [2.05820, 2.30877, 2.48086], [2.94497, 2.79180, 0.26146], [3.29537, 6.18132, -0.95670], [3.51108, 2.66937, -2.79329], [0.65251, 4.66260, -1.71642], [-1.61139, 3.65277, -1.67350], [-1.83852, 1.17578, -1.96153], [2.18172, 0.74614, -2.55207], [1.86634, 6.89576, 0.73681], [0.97823, 6.39945, 2.96763], [-0.52220, -4.92837, 0.58099], [-1.76699, -4.05028, 0.70154], [-2.60591, -4.44650, 1.91475], [-1.24699, -2.26284, 0.48674], [0.06253, -1.88802, 1.78325], [-0.14842, -2.35263, 3.22194], [0.37850, -0.39356, 1.72007], [-2.73862, -1.17349, 0.85656], [-3.24371, -1.05010, 2.29173], [-3.86231, -1.59064, -0.09220], [-0.82041, -5.97119, 0.49246], [0.12739, -4.83446, 1.44883], [0.03791, -4.66496, -0.31789], [-2.36432, -4.21939, -0.20612], [-2.11819, -4.19240, 2.84974], [-2.75119, -5.52568, 1.89512], [-3.58884, -3.98554, 1.89136], [0.93510, -2.42094, 1.37521], [-1.06999, -1.96928, 3.64531], [0.67866, -1.99355, 3.83324], [-0.15520, -3.43598, 3.28691], [-0.43538, 0.20114, 2.12911], [0.55331, -0.08835, 0.68337], [1.27493, -0.18214, 2.30106], [-2.38308, -0.18413, 0.53086], [-3.48458, -2.01460, 2.72318], [-4.14889, -0.44403, 2.29707], [-2.51369, -0.55369, 2.92344], [-4.27515, -2.55625, 0.19048], [-3.48545, -1.65474, -1.11997], [-4.66965, -0.85996, -0.06421]],
  "e_tot_ha": -3575.6336,
  "spin_multiplicity": 1,
  "lumo_ha": -0.01425
}

=====

2.
{
  "formula": "C25H34N4O6",
  "method": "wB97M-V/def2-TZVPD",
  "symbols": ["C", "O", "C", "C", "C", "C", "C", "C", "O", "C", "H", "H", "H", "H", "C", "H", "H", "C", "N", "C", "O", "C", "H", "C", "C", "O", "N", "C", "N", "O", "C", "C", "H", "C", "H", "H", "H", "H", "H", "H", "H", "C", "H", "H", "C", "O", "N", "H", "C", "C", "H", "C", "H", "H", "C", "H", "H", "C", "H", "H", "H", "H", "H", "H", "H", "H", "H", "H", "H"],
  "coordinates": [[4.33163, 1.47846, -1.37088], [3.51849, 2.09249, -0.40390], [2.19414, 2.22782, -0.67386], [1.57786, 1.88563, -1.86314], [0.21369, 2.08148, -2.03813], [-0.55736, 2.64627, -1.04046], [0.06145, 3.00359, 0.15589], [1.40881, 2.77810, 0.36382], [2.06730, 3.05590, 1.52136], [1.31407, 3.50685, 2.62086], [0.48575, 2.82957, 2.85128], [2.00658, 3.53353, 3.46094], [0.91891, 4.51474, 2.45053], [-0.52192, 3.45397, 0.93955], [-2.01768, 2.93536, -1.28942], [-2.11802, 3.98766, -1.57490], [-2.35989, 2.33641, -2.13715], [-2.94804, 2.70813, -0.09536], [-3.09223, 1.31389, 0.29249], [-2.56411, 0.89827, 1.46323], [-1.82094, 1.61270, 2.12383], [-2.96017, -0.48952, 1.94310], [-2.82768, -1.23098, 1.15462], [-2.18023, -0.90013, 3.19909], [-0.84464, -1.53015, 2.84879], [-0.55633, -2.67229, 3.12036], [-0.01866, -0.68580, 2.16067], [1.16184, -1.06700, 1.56345], [1.64176, -0.38868, 0.54772], [2.79137, -1.00600, 0.17153], [3.00603, -2.07430, 0.95915], [1.99795, -2.17359, 1.87204], [1.84313, -2.90274, 2.63622], [4.21363, -2.89869, 0.71378], [4.18640, -3.31793, -0.29125], [4.25953, -3.70573, 1.43810], [5.10835, -2.28403, 0.79762], [-0.32471, 0.26463, 1.98320], [-2.01037, -0.01603, 3.81772], [-2.74763, -1.63408, 3.77072], [-4.02717, -0.45238, 2.18181], [-3.92348, 0.48030, -0.54003], [-4.77137, 0.07030, 0.02082], [-4.34030, 1.09752, -1.33972], [-3.23348, -0.71096, -1.22920], [-3.90915, -1.60337, -1.69797], [-1.89351, -0.67286, -1.29473], [-1.36637, 0.07964, -0.87371], [-1.14594, -1.77144, -1.87083], [-0.86053, -2.89971, -0.86476], [-1.69624, -3.59370, -0.80080], [0.42855, -3.57425, -1.35760], [1.14976, -3.64451, -0.54391], [0.23472, -4.58608, -1.71077], [0.96697, -2.69332, -2.49823], [0.72409, -3.14232, -3.46231], [2.04787, -2.57073, -2.44648], [0.23862, -1.35933, -2.35423], [0.20808, -0.80032, -3.28769], [0.71540, -0.74174, -1.59141], [-0.70623, -2.46923, 0.12502], [-1.74796, -2.16542, -2.69643], [-2.58005, 3.24370, 0.77999], [-3.94363, 3.09458, -0.33947], [-0.24089, 1.80130, -2.97750], [2.14719, 1.45367, -2.67001], [4.36626, 2.06033, -2.29896], [5.32930, 1.44106, -0.93566], [3.99145, 0.46146, -1.58839]],
  "de_lowest_kcal_mol": 67.4,
  "e_tot_ha": -1643.5315,
  "spin_multiplicity": 1,
  "lumo_ha": 0.02429,
  "smiles": "COc1ccc(CCN(CC(=O)NC2CCCC2)C(=O)CCC(=O)Nc2cc(C)on2)cc1OC"
}